Record 1
Entry from the Open Molecules 2025 dataset: a structure of composition C24H44Cl3N4O3PmSSi (ωB97M-V with the def2-TZVPD basis set).

Output
Charge: 0
Lowest unoccupied orbital energy (spin up / spin down) in eV: 0.22 / 0.22
HOMO level (spin up / spin down) in eV: -7.613 / -7.616
Energy above the lowest of the compared OMol25 structures with the same formula, charge and spin in kcal/mol: 33.3
Kohn-Sham gap (spin up / spin down) in eV: 7.8 / 7.8
Multiplicity: 5
Largest force on an atom in eV Å⁻¹: 2.53

Element x y z (Å)
1 H 0.30319 2.65900 -4.10928
2 H -0.56353 4.34491 1.37687
3 Cl -1.85930 1.33788 -2.98634
4 C 0.43216 3.08667 -1.48811
5 C -0.52585 -2.04599 -2.65841
6 H -0.59254 -1.01051 5.83791
7 H 0.43642 -2.39815 -5.24755
8 N -4.29854 -4.02640 1.78789
9 H 1.39493 0.09241 1.65626
10 C 3.91059 3.69406 -3.06255
11 C 0.26399 4.30862 -0.61796
12 H 4.44128 3.61023 -5.13788
13 H -1.06601 -2.23293 4.62138
14 C -5.67654 -4.32523 2.22347
15 H -5.84267 -6.43451 2.51832
16 C 1.25652 6.40028 0.33644
17 H -0.86339 -3.52209 -4.92318
18 H 4.97606 2.40413 -0.30584
19 H 2.86225 -0.86400 1.26995
20 H 0.21954 1.61729 3.65441
21 C 1.32448 2.97519 -3.86226
22 S -1.64161 -3.78320 2.15376
23 H -4.53726 -4.88025 4.79418
24 H -2.22893 -1.03484 5.15541
25 C -5.73290 -5.54001 3.12856
26 H 2.19308 6.93190 0.19016
27 H -0.46014 3.05155 -2.13575
28 Si 2.72973 1.15021 -0.16818
29 H 0.82846 -4.07733 -4.88033
30 C 0.15534 -3.26123 -4.63369
31 H -1.43471 -1.75281 -3.21952
32 C 2.57475 0.41294 -1.93249
33 C 2.89114 3.57353 -2.09527
34 H -2.43725 -5.83611 3.60839
35 H -4.50591 -6.64608 4.51763
36 Pm -1.21025 0.34072 -0.68367
37 N -0.70466 -0.30521 3.86354
38 O -0.25335 -1.49183 -1.54449
39 C -0.89310 4.35300 0.32187
40 H -1.63090 3.56235 0.16083
41 H -4.17596 -3.19161 1.23682
42 H -1.88525 -1.26929 2.43972
43 H 4.90659 3.97800 -2.70263
44 O 0.37774 1.87920 -0.75515
45 H 1.37216 0.28763 3.76172
46 C -1.16659 -1.19071 4.93232
47 Cl -3.50117 -0.71942 0.00375
48 H 3.12777 1.02234 -2.63924
49 H -6.07010 -3.45493 2.76669
50 C -3.16931 -4.47521 2.38469
51 O -0.77622 0.22304 1.65573
52 N 0.23332 -2.97989 -3.20101
53 C -4.52179 -5.66982 4.02909
54 H 5.06757 0.74095 0.31322
55 C 4.61646 1.37292 -0.45892
56 N -3.32072 -5.54470 3.21355
57 H 1.25891 6.00942 1.35398
58 C 1.32768 -3.56012 -2.41854
59 C 3.62771 3.53422 -4.41735
60 H 1.44123 -0.95471 0.22525
61 H 3.08291 3.77943 -1.02632
62 H 1.74351 5.50881 -1.56204
63 C 1.13387 5.33362 -0.67751
64 H 2.04901 -2.79821 -2.09714
65 C 2.03498 -0.27002 0.84783
66 H -6.63314 -5.47988 3.73534
67 H -6.31487 -4.47264 1.34108
68 C -1.15466 -0.47753 2.62683
69 H 0.48596 0.78127 5.19986
70 H 4.92219 1.03526 -1.44929
71 C 2.34184 3.14508 -4.81123
72 H 2.10595 3.01875 -5.85878
73 H 1.82458 -4.29849 -3.04971
74 H -1.43166 5.30001 0.16399
75 C 1.59603 3.21365 -2.50654
76 H 0.92071 -4.03094 -1.51916
77 H 0.47002 7.15595 0.26709
78 H 3.08394 -0.54944 -1.84977
79 H 1.57671 0.23335 -2.31534
80 Cl 2.75755 2.74909 1.20635
81 C 0.39996 0.64741 4.12624

These are the Mulliken partial charges, in e, on atoms 1 to 5: H 0.34; H 0.21; Cl -0.52; C -0.35; C -0.06

---

Record 2
Entry from the Open Molecules 2025 dataset: a cluster of 4 separate species, C32H39ClF4NO12 in total (ωB97M-V with the def2-TZVPD basis set).

Output
Charge: +1
Lowest unoccupied orbital energy in eV: -3.42
HOMO level in eV: -10.996
Kohn-Sham gap in eV: 7.6
Multiplicity: 1
Largest force on an atom in eV Å⁻¹: 5.40

Element x y z (Å)
1 H 10.92075 -2.10152 4.26545
2 C 6.11458 1.98600 2.38715
3 C 2.35010 0.56677 3.75709
4 C -3.51212 1.53168 -1.81126
5 C 11.77285 -1.77687 2.05924
6 N 2.64465 0.22827 2.32973
7 C -5.05046 4.52277 -5.93941
8 H 3.26703 -2.54661 2.31554
9 C -5.47235 0.04251 -1.83305
10 C -10.54654 -3.75298 -1.03018
11 O -8.37929 5.80212 -8.22723
12 C 9.63924 -0.16140 2.72452
13 F 3.19272 -1.74145 4.72267
14 O -5.78112 6.42950 -8.85181
15 C 11.47901 -2.66491 3.40511
16 Cl -0.04166 -0.68762 1.97176
17 C -7.54804 4.58323 -6.37771
18 H 5.32439 1.25197 0.38017
19 C -4.83204 5.28458 -7.01299
20 H 9.07105 -1.21123 2.73723
21 C -8.60654 -4.45316 0.27269
22 O -5.40531 2.15613 -3.08495
23 O -11.69002 -3.94972 -1.42754
24 H 12.51185 -3.03326 3.87649
25 C 7.19964 0.82747 2.78606
26 C -4.74938 1.27794 -2.24189
27 H -3.83666 5.59278 -7.30622
28 H 9.10378 2.06693 2.05605
29 C -8.58630 -2.26381 -1.00839
30 C -9.84513 -4.70506 -0.15528
31 H 4.13245 2.36180 1.32823
32 H 11.07408 0.08669 0.94256
33 H 4.70932 -0.40444 2.95398
34 H 0.12176 -3.49685 1.62742
35 H 9.70653 0.16423 3.86706
36 O -7.93990 -5.34456 1.09313
37 O -10.47949 -1.63937 -2.28208
38 H 1.87941 -0.53175 0.48571
39 H 2.40669 -2.78202 0.67295
40 C -6.42667 4.10638 -5.55367
41 H 2.40873 1.12718 1.80059
42 H -1.98962 -1.14024 0.46226
43 C 2.21721 -2.36251 1.77734
44 H 6.63536 2.88429 1.80271
45 C 4.85212 1.45182 1.45825
46 H -5.30177 -1.81229 -0.68313
47 H 5.62702 2.49001 3.35314
48 H 8.45860 0.60706 0.89323
49 O -6.76311 -2.99153 0.31042
50 H -10.37596 -5.60778 0.11974
51 C 2.20066 -0.63700 4.83634
52 H 11.81676 0.50799 2.68843
53 H -7.06380 -4.93573 1.26512
54 C -2.81931 0.59126 -0.91671
55 H -8.54483 4.28766 -6.07544
56 C 11.14016 -0.26044 2.07604
57 C 4.14975 0.07137 2.01283
58 O -6.61584 -0.15423 -2.23041
59 H 11.41650 -2.41983 1.12103
60 O -2.86572 -1.54907 0.29026
61 H -6.28381 1.75020 -3.25214
62 H 0.73220 -3.15132 3.47464
63 H 7.44267 0.97785 3.94049
64 H -11.35799 -2.04530 -2.44928
65 H -8.04991 -1.36862 -1.29588
66 H -4.41829 3.55628 -4.43463
67 F 3.49541 1.40722 4.28556
68 F 0.78599 -1.13333 5.03091
69 C 1.03661 -3.37445 2.37031
70 O -6.59422 3.39055 -4.57200
71 H 1.55265 -4.45144 2.38921
72 O -1.68893 0.80396 -0.49245
73 H 12.95572 -1.64379 1.97659
74 C -4.77095 -0.90956 -0.95814
75 H 10.91198 -3.66996 3.10275
76 C 8.66720 0.98290 2.00415
77 O -4.00337 4.09187 -5.14560
78 H 6.85621 -0.27534 2.57702
79 C -7.89350 -3.20424 -0.11384
80 F 1.16340 1.48402 3.95262
81 H 2.44853 -0.13815 5.89638
82 C -3.53235 -0.65766 -0.53017
83 H 4.33644 -0.72145 1.13870
84 H -7.96386 6.33263 -8.94154
85 C 1.77718 -0.80108 1.64846
86 C -5.95134 5.74174 -7.85130
87 H -2.97573 2.42687 -2.09874
88 C -7.33011 5.34794 -7.44937
89 C -9.82356 -2.51755 -1.43903

These are the Mulliken partial charges, in e, on atoms 1 to 5: H 0.25; C -0.63; C 0.57; C -0.77; C -0.42

---

Record 3
Entry from the Open Molecules 2025 dataset: the molecule C12H17N (ωB97M-V with the def2-TZVPD basis set).

Output
Charge: 0
Lowest unoccupied orbital energy in eV: 0.25
HOMO level in eV: -7.730
Energy above the lowest of the compared OMol25 structures with the same formula, charge and spin in kcal/mol: 127.4
Kohn-Sham gap in eV: 8.0
Multiplicity: 1
Largest force on an atom in eV Å⁻¹: 4.16

Element x y z (Å)
1 H -3.50278 -0.26388 -0.08419
2 C -0.14561 -0.06404 -0.50608
3 H -2.51281 0.78713 1.14221
4 H -2.70100 -2.21228 0.69250
5 H -2.73880 0.14795 -2.25444
6 H -0.06691 0.34478 1.62415
7 C -2.09625 -0.69376 -1.91300
8 H -2.85209 -1.39427 -1.64958
9 C 0.45197 0.67968 0.78216
10 H -3.45200 -1.33966 2.03358
11 C -2.59812 -0.14034 0.44886
12 H 0.52786 -0.33102 -2.65536
13 H 1.03255 2.51931 0.29289
14 H 4.64275 0.38984 0.55077
15 C 2.64030 -0.13224 -0.01210
16 H -1.76539 -1.37110 2.03477
17 H -0.95065 3.62180 0.89711
18 C 4.10797 -0.50541 0.28464
19 N 0.12239 2.10785 0.69677
20 C 2.13419 -0.23224 -1.33290
21 C 0.78321 -0.30086 -1.57578
22 C 1.89194 0.33859 0.96550
23 H 4.13872 -1.27428 1.17745
24 C -1.50398 -0.20654 -0.62820
25 H 2.13107 0.68858 2.06849
26 C -1.01739 2.60551 1.04078
27 H -1.32232 -0.98839 -2.60660
28 H 2.82126 -0.49552 -2.13767
29 H 4.43248 -0.91019 -0.71189
30 C -2.63259 -1.37499 1.33514

These are the natural (NBO) partial charges, in e, on atoms 1 to 5: H 0.20; C -0.12; H 0.27; H 0.20; H 0.22

---

Record 4
Entry from the Open Molecules 2025 dataset: a cluster of 3 separate species, C24H48F10O10P2Si in total (ωB97M-V with the def2-TZVPD basis set).

Output
SMILES string: CCOCCOC[Si@H]([C@H](F)CC)C(F)(F)C(F)(F)C(F)(F)C(F)(F)F.CCOP(=O)(OCC)OCC.CCOP(=O)(OCC)OCC
Charge: 0
Lowest unoccupied orbital energy in eV: 0.44
HOMO level in eV: -9.460
Kohn-Sham gap in eV: 9.9
Multiplicity: 1
Largest force on an atom in eV Å⁻¹: 6.39

Element x y z (Å)
1 C 2.42630 1.12863 3.23830
2 H -4.44598 -3.27324 1.59124
3 H 4.25180 1.88745 4.10588
4 H 1.97418 5.21005 2.45526
5 H -0.64364 -4.02437 5.36906
6 F -0.11306 -2.27775 1.31161
7 O 1.71049 2.07076 -7.90872
8 C 0.19095 1.25212 -4.47521
9 H 1.17449 -3.85283 2.96602
10 C -4.26217 1.38171 0.00230
11 F 1.95908 -3.86235 0.40214
12 C -2.17282 1.81633 4.70107
13 C 1.02356 2.67969 -9.00010
14 O 1.03116 1.71193 -5.52837
15 C 1.12397 -3.22364 -0.44328
16 F 2.99113 -1.71734 -0.21684
17 H -4.89157 0.70096 -0.57438
18 O -0.21166 3.16188 5.15255
19 C 2.55173 -1.23298 -6.76170
20 H -3.19575 1.85130 4.32242
21 F 2.07974 -1.85732 -2.14742
22 H -0.83465 1.12468 -4.83242
23 O -2.81447 -2.26296 2.48367
24 H 0.60394 -0.86971 -4.56930
25 H -1.69608 -5.96995 2.77340
26 C 2.16072 5.84677 3.32796
27 H 3.56827 -1.48438 -7.06620
28 C 3.77861 1.80935 3.12658
29 H 4.43830 1.25327 2.45923
30 H 1.76124 0.05455 -3.60769
31 H -1.77776 3.80017 3.93734
32 H 0.17948 2.03752 -3.71911
33 H 1.77649 2.91524 -9.75449
34 C -3.38671 0.64316 1.01039
35 F -2.11614 -4.53887 0.01593
36 H 1.91680 -2.53314 4.47625
37 H -2.32305 -3.11186 4.25836
38 C 0.44637 -4.47251 3.48943
39 H -3.35928 -2.33823 0.53036
40 C 0.35779 -3.98290 4.94419
41 C -1.60324 3.21166 4.83742
42 F 0.99558 -5.77356 3.48007
43 H 1.31993 -2.40176 6.10503
44 H -5.24839 -1.03777 0.59032
45 O 0.10806 2.99451 2.74623
46 F -0.19060 -5.49016 0.29074
47 C 2.76952 5.05454 4.46577
48 O -0.42129 1.00584 -7.41872
49 H -2.77708 1.40190 1.50410
50 H 0.32057 -1.83252 4.71704
51 C 0.32382 3.95228 -8.56658
52 O 1.61696 1.71475 4.25078
53 C -2.58520 -3.43868 3.24765
54 O -4.13409 -0.00008 2.02911
55 H -0.31042 4.33610 -9.36731
56 C 1.56358 -1.94092 -7.66450
57 H -2.09887 3.73510 5.65694
58 H 0.14591 -0.29205 -2.96715
59 H 1.72294 -3.01841 -7.63392
60 H -4.93661 2.05920 0.52364
61 P 0.91533 3.16885 3.98123
62 C 0.70794 -0.03763 -3.86454
63 C -4.78462 -1.15783 1.57535
64 P 0.99420 0.94913 -6.97300
65 H -3.49521 -4.03557 3.37801
66 F 1.04869 -0.78515 -0.59267
67 F 1.00497 -3.94363 -1.56662
68 Si -1.22312 -4.58357 2.57718
69 H -2.67169 -0.02128 0.51205
70 H 2.43994 -1.57019 -5.72731
71 H 0.97426 -4.67554 5.52091
72 O 1.90616 4.02873 4.97857
73 H 3.67293 2.82089 2.72136
74 H 1.20689 6.28394 3.62827
75 H -5.61881 -1.33190 2.25813
76 H 1.66876 -1.59956 -8.69583
77 C -0.25558 -3.06430 0.22594
78 F -1.05201 -2.48945 -0.69943
79 H 2.56471 0.08309 3.51680
80 C 1.81369 -1.85003 -0.82733
81 H 1.90641 1.14750 2.27615
82 H 3.72141 4.61048 4.16129
83 H -1.57798 1.19409 4.03241
84 C -3.83731 -2.36967 1.51393
85 H 1.05611 4.71917 -8.30860
86 O 2.45260 0.19842 -6.81076
87 H -0.28955 3.79016 -7.68078
88 H -3.63856 1.91510 -0.71387
89 H -2.17930 1.31166 5.66905
90 H 2.83152 6.64785 3.01885
91 H 0.32509 1.97998 -9.45747
92 C -0.92936 -4.40638 0.67432
93 H 2.98693 5.72287 5.29959
94 C 1.01108 -2.59569 5.08015
95 H 0.53061 -1.74568 -7.35369

These are the Mulliken partial charges, in e, on atoms 1 to 5: C -0.02; H 0.56; H 0.27; H 0.32; H 0.30

---

Record 5
Entry from the Open Molecules 2025 dataset: a structure of composition C34H30BrCoN8O4 (ωB97M-V with the def2-TZVPD basis set).

Output
Charge: +1
Lowest unoccupied orbital energy (spin up / spin down) in eV: -4.29 / -4.29
HOMO level (spin up / spin down) in eV: -9.884 / -9.849
Energy above the lowest of the compared OMol25 structures with the same formula, charge and spin in kcal/mol: 0.0
Kohn-Sham gap (spin up / spin down) in eV: 5.6 / 5.6
Multiplicity: 2
Largest force on an atom in eV Å⁻¹: 1.58

Element x y z (Å)
1 H 0.02287 3.75794 -4.11495
2 H 3.44482 -2.80455 1.64561
3 H -0.12262 1.39027 -4.62957
4 C -2.22844 -3.88759 -0.30687
5 C 1.73544 -3.95011 1.11962
6 H 2.18804 -4.90673 1.35089
7 H 0.12130 -0.52044 -2.40044
8 H 0.39310 0.55914 3.81295
9 N -1.72999 0.93918 -3.39929
10 C 0.65103 -0.46587 4.05307
11 H 1.64230 -4.11822 4.80321
12 C -2.67817 1.86489 1.50826
13 C 2.41598 2.53162 -3.86287
14 H -4.50451 2.42312 2.46157
15 O 1.41462 1.57392 1.29476
16 C -2.43221 0.68409 2.34368
17 H 3.15864 -2.27010 5.43455
18 H -2.39777 0.52696 -4.03802
19 H 1.91398 4.39652 -2.07252
20 C -1.51773 -2.73308 -0.17602
21 C -3.01087 3.97313 -0.13718
22 H -3.22823 -3.87307 -0.71812
23 H -4.84213 4.37103 0.90957
24 H -3.09035 4.80728 -0.81991
25 H 2.93535 -0.39712 -5.59881
26 C 0.39781 -3.91888 0.65907
27 N 0.40206 3.54573 -0.89168
28 C -3.79686 2.65970 1.68008
29 Co -0.38894 0.29248 0.51387
30 C 0.50280 -1.43453 0.58269
31 H -1.93153 1.92699 -3.28469
32 C 1.76117 2.37292 -2.67977
33 C 1.49427 1.02141 -2.07513
34 O -1.21287 3.70123 -2.45780
35 H -2.19506 -6.02650 -0.01372
36 C 2.21493 -2.05625 4.95004
37 H 2.52639 0.06903 4.93246
38 H 3.41000 1.90006 -5.62871
39 C -1.53147 -1.22237 3.04788
40 N 1.79388 1.59134 0.11295
41 C 1.36437 -3.09262 4.59832
42 H 2.60692 3.55498 -4.17104
43 C 1.60086 -0.42380 -3.94115
44 C -3.97503 3.73107 0.82266
45 C 2.47970 0.21136 -4.82971
46 H -0.49605 -3.62888 3.66859
47 N 0.96161 1.04025 -0.74505
48 C -0.20326 -1.50486 3.69872
49 Br -2.31374 -1.14222 -0.87632
50 H -1.85854 -2.11137 2.50362
51 N 2.58840 0.05346 -2.19630
52 C 0.56713 0.23153 -3.05436
53 H -3.40802 -1.46446 4.21354
54 H 1.41310 -1.47670 -4.13353
55 C -1.89799 3.14405 -0.20778
56 C -1.63172 -5.10745 0.07600
57 C 2.42408 -2.78757 1.28324
58 H 2.55897 -0.57108 -1.38984
59 H 2.36130 -0.65020 1.27706
60 N -1.73262 2.07394 0.57880
61 C 1.85882 -0.74177 4.67221
62 C 1.11312 3.66210 -2.16209
63 N -0.43038 0.75496 -3.90617
64 H -0.03312 5.25269 -3.14309
65 O -3.22416 0.41802 3.37352
66 O 2.85848 2.09748 -0.25645
67 C -0.82177 3.47420 -1.16800
68 N -1.47465 -0.10890 2.08468
69 H 3.51228 0.44488 -2.33263
70 C 0.15804 -2.81731 3.96922
71 C -0.00627 4.16291 -3.10741
72 C 2.80575 1.54414 -4.80098
73 H 0.13288 -6.05411 0.78731
74 C -2.62028 -0.73974 4.03177
75 C -0.34561 -5.11882 0.52253
76 H -2.19641 -0.39644 4.97384
77 C 1.80013 -1.54536 1.03181
78 C -0.19732 -2.66292 0.34371

These are the Mulliken partial charges, in e, on atoms 1 to 5: H 0.43; H 0.41; H 0.33; C -0.63; C -1.08

---

Record 6
Entry from the Open Molecules 2025 dataset: the molecule C5H8O2S2 (ωB97M-V with the def2-TZVPD basis set).

Output
Charge: 0
Lowest unoccupied orbital energy in eV: 0.69
HOMO level in eV: -8.511
Energy above the lowest of the compared OMol25 structures with the same formula, charge and spin in kcal/mol: 45.3
Kohn-Sham gap in eV: 9.2
Multiplicity: 1
Largest force on an atom in eV Å⁻¹: 5.40

Element x y z (Å)
1 H -1.72975 1.12667 0.14708
2 S -1.59671 -0.86575 1.33316
3 C 1.55713 0.37622 0.65846
4 H 2.43124 -0.95152 -0.85907
5 H -1.80246 -1.94219 -2.45151
6 C 1.41492 -0.37608 -0.65901
7 H 1.22277 0.37778 -1.38195
8 O -3.06050 -0.81817 1.49441
9 H 1.42862 -0.53447 1.38666
10 O 0.29981 -1.33427 -0.65833
11 C -0.83772 -0.68712 -0.48298
12 C -0.94033 0.50884 0.29785
13 C 0.27894 1.23726 0.69475
14 H 0.23376 1.77528 1.67456
15 H 0.48756 1.98443 -0.01578
16 H 2.49286 0.83391 0.77823
17 S -1.88012 -0.71080 -1.95654

These are the natural (NBO) partial charges, in e, on atoms 1 to 5: H 0.26; S 1.10; C -0.42; H 0.21; H 0.14